# C75H200O25

A 25-piece molecular cluster, C75H200O25 overall (ωB97M-V with the def2-TZVPD basis set, the Open Molecules 2025 dataset).

energy above the lowest of the compared OMol25 structures with the same formula, charge and spin: 1.256 eV

XYZ file:
```
300
Properties=species:S:1:pos:R:3:forces:R:3:lowdin_charge:R:1
C -32.78438 10.59501 15.32635 0.4 0.1 0.0 -0.031
C -32.85865 10.23123 16.80486 -0.8 -0.3 -0.9 -0.495
C -31.88776 10.93701 17.65161 1.7 0.2 0.4 -0.048
O -34.14948 10.45868 17.31640 -1.0 -0.5 0.4 -0.074
H -33.12965 11.60327 15.09770 -0.1 0.1 0.3 0.069
H -33.36827 9.89718 14.72617 0.1 -0.1 -0.1 0.071
H -31.73223 10.56047 15.04370 0.0 -0.2 -0.3 0.073
H -32.70105 9.15491 16.87426 0.1 -0.1 0.1 0.123
H -30.89952 10.79303 17.21487 0.3 -0.1 0.2 0.087
H -31.88764 10.50560 18.65261 0.0 0.2 0.1 0.080
H -32.01146 12.01809 17.71526 -0.4 0.0 0.0 0.090
H -34.35650 11.37785 17.13237 -0.3 0.5 -0.1 0.044
C -28.66645 7.68289 12.35898 1.3 -2.0 -0.9 -0.071
C -29.34936 8.73049 13.14322 0.0 1.2 -2.8 -0.515
C -30.12757 9.61943 12.17255 0.1 0.9 0.4 -0.045
O -30.25023 8.11986 13.96966 -0.8 -0.1 2.6 -0.045
H -29.37324 7.05982 11.81094 -0.3 0.3 -0.2 0.069
H -28.18597 6.93223 12.98648 0.2 0.2 0.4 0.089
H -27.91089 7.98221 11.63260 0.0 0.5 0.1 0.087
H -28.60832 9.39224 13.59159 -0.2 -0.3 1.0 0.149
H -30.61497 10.41200 12.74034 0.0 0.2 0.0 0.062
H -30.93737 9.10921 11.65102 0.2 -0.4 -0.2 0.070
H -29.43630 10.09326 11.47561 -0.2 0.0 -0.2 0.087
H -30.66475 7.41254 13.47019 0.0 -0.5 0.0 0.037
C -36.36348 8.13004 21.18673 -0.8 0.4 -0.1 -0.039
C -35.36186 8.88306 20.31790 0.3 -1.3 1.5 -0.512
C -34.12523 8.07482 20.00335 0.5 -0.1 0.3 -0.040
O -35.98200 9.20882 19.12978 -1.3 0.5 -0.9 -0.065
H -37.00301 8.88847 21.63828 -0.1 0.0 0.3 0.063
H -35.93499 7.51808 21.98046 0.2 0.1 -0.1 0.081
H -37.06568 7.54369 20.59409 0.3 -0.3 -0.2 0.078
H -35.13259 9.76763 20.91209 0.5 0.4 -0.2 0.136
H -34.39560 7.22772 19.37293 0.0 0.1 -0.2 0.082
H -33.63352 7.64380 20.87544 -0.1 0.2 0.2 0.082
H -33.39412 8.71708 19.51235 0.1 -0.2 -0.3 0.065
H -35.36003 9.68491 18.57471 0.6 0.3 -0.5 0.051
C -36.69949 16.73765 13.06353 0.9 -0.2 -0.3 -0.053
C -35.27705 17.32454 13.00354 -0.9 0.6 -1.3 -0.484
C -35.02251 17.98888 11.64757 0.5 -0.7 0.3 -0.057
O -35.12833 18.38044 13.94576 0.0 -0.4 0.5 -0.047
H -36.96374 16.65794 14.11801 -0.6 0.0 -0.1 0.067
H -36.74636 15.74280 12.62062 0.2 -0.1 0.1 0.061
H -37.37244 17.33026 12.44380 -0.2 0.3 0.5 0.085
H -34.52535 16.54613 13.13441 0.1 0.0 0.4 0.115
H -35.60160 18.90981 11.57949 0.0 -0.1 -0.1 0.085
H -35.24913 17.29497 10.83810 -0.1 0.1 -0.2 0.056
H -33.95462 18.20350 11.60706 0.0 0.3 -0.2 0.079
H -35.95161 18.40997 14.43864 0.1 0.2 0.2 0.075
C -44.37120 9.50168 10.11563 -0.9 0.8 0.0 -0.045
C -43.78100 9.43294 11.50115 0.1 0.1 -0.1 -0.522
C -44.26421 10.37227 12.58248 0.4 1.9 -0.7 -0.037
O -44.08152 8.19569 12.02406 0.3 -2.9 0.4 -0.060
H -44.26578 10.51311 9.72320 0.1 -0.1 -0.4 0.085
H -45.43895 9.28914 10.16887 -0.3 0.2 0.1 0.081
H -44.00037 8.72655 9.44499 0.5 0.2 0.1 0.081
H -42.70245 9.44288 11.34387 0.3 0.2 0.5 0.127
H -43.90727 11.38301 12.38475 -0.2 0.3 -0.1 0.067
H -43.88849 10.15034 13.58132 0.0 -0.5 -0.2 0.082
H -45.35385 10.39781 12.59348 -0.1 -0.1 0.1 0.091
H -45.03314 8.07577 12.06459 -0.1 0.0 0.0 0.113
C -37.06691 12.45695 8.41730 0.4 1.1 0.0 -0.024
C -36.48309 13.49996 9.39797 1.4 0.9 -1.9 -0.449
C -35.64541 14.65560 8.73480 -0.1 -1.4 -0.3 -0.020
O -37.53962 14.14853 9.99827 -1.0 -0.2 2.5 -0.080
H -36.35242 11.90873 7.80323 0.2 -0.1 0.4 0.070
H -37.62802 13.07683 7.71802 -0.3 -0.2 -0.2 0.058
H -37.76380 11.80640 8.94572 0.1 -0.2 -0.1 0.076
H -35.81827 13.04204 10.13037 -0.4 -0.1 0.4 0.116
H -36.07873 14.98447 7.79025 -0.2 -0.2 -0.2 0.077
H -34.64785 14.26342 8.53687 0.2 0.4 -0.1 0.068
H -35.62539 15.54269 9.36787 0.2 -0.3 0.3 0.059
H -38.03878 14.68822 9.38087 -0.3 0.0 -0.5 0.046
C -37.09773 7.38890 6.59318 0.0 0.0 -0.3 -0.031
C -37.44120 5.89741 6.37355 0.2 1.1 1.9 -0.454
C -37.29339 5.46224 4.98553 0.7 -0.7 -2.3 -0.069
O -36.58405 5.12419 7.22272 0.4 -0.5 -1.4 -0.075
H -36.76672 7.63488 7.60216 -0.6 -0.3 0.3 0.065
H -37.93376 8.03056 6.31490 0.0 0.1 0.1 0.054
H -36.22547 7.69784 6.01716 0.0 -0.3 -0.5 0.066
H -38.45649 5.66640 6.69592 -0.3 0.3 0.1 0.120
H -37.97572 5.85454 4.23145 -0.7 0.3 0.6 0.083
H -37.37114 4.37947 4.88716 0.0 -0.1 0.2 0.094
H -36.35232 5.75433 4.51950 0.5 -0.1 0.5 0.085
H -36.70099 5.43382 8.12386 -0.1 0.0 0.7 0.033
C -37.18063 9.59539 3.46661 -0.3 -0.3 0.2 -0.033
C -37.89111 10.84696 3.93603 -0.7 -0.4 1.0 -0.526
C -38.09819 10.91835 5.41882 -1.5 -1.7 1.1 -0.063
O -37.11274 11.95968 3.74508 2.0 2.3 -1.6 -0.039
H -36.21809 9.53522 3.97455 0.2 0.2 -0.2 0.078
H -37.06406 9.54102 2.38422 0.1 0.2 0.1 0.082
H -37.70760 8.69831 3.79162 -0.2 0.0 -0.1 0.068
H -38.85936 11.03862 3.47359 -0.2 -0.6 -0.3 0.142
H -37.19414 10.85024 6.02393 0.2 0.4 -0.4 0.073
H -38.69035 10.06984 5.76159 -0.2 -0.3 0.1 0.061
H -38.71770 11.78435 5.65196 0.4 0.2 0.1 0.063
H -37.59474 12.65984 3.29892 0.1 -0.1 -0.1 0.099
C -40.74524 16.27773 6.69996 0.2 -0.9 -1.6 -0.046
C -40.48132 15.12648 7.68567 -1.1 2.9 0.0 -0.495
C -40.34226 13.81485 7.06407 0.2 -1.9 0.4 -0.054
O -39.35744 15.45434 8.50652 -0.2 -0.1 -0.1 -0.057
H -40.09202 16.13956 5.83838 0.6 0.4 0.1 0.080
H -40.70866 17.31524 7.03213 0.2 -0.2 0.5 0.081
H -41.70819 16.13205 6.21048 -0.4 0.0 0.4 0.080
H -41.40313 15.15520 8.26664 0.1 -0.5 0.7 0.130
H -40.36103 13.08014 7.86902 0.0 -0.2 0.2 0.078
H -39.38745 13.62106 6.57530 -0.2 0.4 -0.4 0.068
H -41.21260 13.56105 6.45892 0.2 0.2 -0.3 0.103
H -39.55988 16.31627 8.87762 0.2 0.2 0.1 0.107
C -41.02217 13.71348 11.09823 -0.1 0.1 -0.4 -0.041
C -40.14767 13.02002 12.12320 0.7 0.2 -0.3 -0.435
C -40.96552 12.03507 12.95884 0.8 0.9 0.2 -0.036
O -39.04609 12.33185 11.47779 -1.2 -0.9 0.5 -0.081
H -40.52494 14.56774 10.63878 0.1 0.0 0.1 0.064
H -41.96272 14.06256 11.52440 0.0 0.0 0.1 0.085
H -41.25601 13.02346 10.28750 -0.1 -0.2 0.0 0.079
H -39.60819 13.78516 12.68143 -0.6 0.1 0.8 0.124
H -40.33670 11.53295 13.69407 0.2 -0.5 -0.4 0.076
H -41.49521 11.37386 12.27303 0.0 -0.3 0.3 0.069
H -41.65635 12.58170 13.60075 -0.4 0.1 -0.4 0.084
H -38.45694 12.98144 11.08724 0.3 0.6 -0.5 0.045
C -38.32558 11.72758 20.22593 -0.6 -0.7 -0.5 -0.037
C -39.73624 11.35418 19.66529 0.8 -0.1 -0.1 -0.486
C -39.84473 9.93277 19.10865 -0.2 0.7 0.6 -0.037
O -40.71524 11.49483 20.67487 -0.2 0.0 0.4 -0.050
H -38.22531 12.80533 20.35449 0.0 0.0 0.2 0.065
H -37.52007 11.38012 19.57901 -0.1 0.1 -0.3 0.058
H -38.16240 11.20469 21.16829 -0.1 0.1 0.2 0.075
H -39.98763 12.04647 18.86178 0.1 0.2 -0.3 0.111
H -39.29683 9.87687 18.16803 0.2 -0.4 0.2 0.065
H -40.89148 9.68283 18.93559 -0.1 0.2 -0.2 0.074
H -39.52590 9.23949 19.88698 0.5 -0.2 -0.3 0.084
H -40.50990 12.29862 21.15797 -0.1 0.1 0.1 0.080
C -40.48829 9.60474 8.73226 -0.2 -0.2 0.7 -0.021
C -40.08686 8.16655 9.10916 -0.6 0.1 -0.5 -0.470
C -40.46546 7.14798 8.04720 -0.2 0.0 -0.6 -0.037
O -38.71128 8.14591 9.32528 1.1 -0.5 -0.4 -0.077
H -41.56701 9.66697 8.58874 0.0 0.1 -0.5 0.070
H -39.87660 9.97500 7.90956 -0.4 -0.4 -0.5 0.070
H -40.25615 10.34249 9.50033 0.1 -0.2 0.6 0.060
H -40.50548 7.81140 10.05081 -0.8 0.3 0.2 0.126
H -40.19231 6.13261 8.33446 0.0 0.0 0.2 0.081
H -40.03206 7.32596 7.06302 0.5 0.3 0.1 0.067
H -41.52909 7.17073 7.80998 -0.2 0.0 0.5 0.079
H -38.59510 8.75733 10.05622 0.6 0.5 0.7 0.040
C -41.09734 8.14049 16.03858 -0.1 0.2 0.1 -0.047
C -41.47962 8.33292 14.57938 0.7 -0.4 0.3 -0.510
C -40.68382 7.47575 13.63104 1.3 0.4 -0.5 -0.048
O -42.80509 7.95435 14.46449 -1.5 -0.2 0.6 -0.048
H -40.07518 8.43619 16.27490 0.0 0.2 -0.1 0.058
H -41.19480 7.10291 16.35799 -0.2 -0.1 -0.2 0.080
H -41.81726 8.71388 16.62259 0.2 0.1 0.2 0.078
H -41.40661 9.39366 14.33942 0.4 0.3 -0.2 0.119
H -39.63043 7.75419 13.60021 0.3 -0.1 0.5 0.062
H -40.92928 7.64618 12.58280 -0.7 -0.2 -0.1 0.062
H -40.77440 6.42159 13.89299 -0.1 0.0 -0.1 0.093
H -43.11348 8.12629 13.57178 -0.3 -0.3 -0.3 0.026
C -31.69605 9.45706 8.44637 -0.6 0.0 -0.3 -0.021
C -32.50616 9.54634 7.13698 -2.0 -0.2 0.5 -0.426
C -34.01363 9.33466 7.39044 -0.1 -1.3 0.2 -0.042
O -32.48664 10.87164 6.65239 1.6 1.5 0.2 -0.074
H -32.19136 9.99083 9.25745 -0.1 0.6 -0.2 0.066
H -30.68002 9.83819 8.34381 -0.1 -0.2 0.0 0.074
H -31.72098 8.44341 8.84637 0.3 -0.3 -0.5 0.063
H -32.15156 8.83404 6.39201 0.3 0.0 -0.1 0.133
H -34.31534 8.29099 7.47878 0.3 -0.3 0.7 0.054
H -34.67290 9.60011 6.56400 0.4 0.7 -0.3 0.065
H -34.30869 9.89138 8.27988 -0.1 0.0 0.0 0.068
H -33.02969 11.05452 5.88216 -0.2 -0.6 0.0 0.107
C -39.93646 15.73298 18.01063 -0.9 0.5 0.5 -0.050
C -39.22829 15.56200 16.67834 0.4 -2.0 1.0 -0.548
C -39.62534 14.27792 15.95205 0.2 -0.1 0.6 -0.043
O -39.42592 16.65734 15.89356 -0.4 1.7 -1.1 -0.025
H -39.67415 15.07978 18.84286 0.6 0.0 -0.2 0.074
H -41.02116 15.63064 17.97817 -0.3 -0.3 -0.6 0.080
H -39.82544 16.78406 18.27711 0.4 0.0 0.4 0.084
H -38.16553 15.53583 16.91913 0.3 -0.1 -0.2 0.130
H -39.14676 14.13472 14.98326 0.3 0.2 0.1 0.057
H -40.70036 14.21906 15.78185 -0.1 0.1 0.2 0.083
H -39.32832 13.48426 16.63761 -0.2 -0.5 -0.3 0.072
H -40.37959 16.76706 15.88433 -0.2 0.4 -0.4 0.097
C -38.15260 6.15204 15.93909 0.7 -0.2 -0.8 -0.030
C -37.18206 6.91589 16.81894 -0.5 0.0 -1.5 -0.481
C -35.77986 6.99121 16.30459 1.4 -2.1 0.6 -0.044
O -37.56355 8.26406 16.79896 -1.3 0.8 0.9 -0.060
H -37.98393 6.45771 14.90652 -0.3 0.2 -0.2 0.065
H -39.20074 6.31094 16.19258 0.3 -0.1 0.2 0.062
H -37.88661 5.09516 15.95833 -0.2 -0.1 0.2 0.062
H -37.26076 6.39895 17.77532 0.4 0.5 0.6 0.144
H -35.38461 5.97590 16.33651 0.3 -0.4 -0.4 0.064
H -35.13338 7.48926 17.02717 -0.1 0.5 -0.1 0.066
H -35.60291 7.38896 15.30530 -0.5 0.2 0.1 0.077
H -37.05365 8.62405 17.52835 0.0 0.7 0.4 0.042
C -32.74612 6.21611 10.94700 -0.4 0.3 -0.4 -0.038
C -32.58371 6.22062 12.46104 0.5 -1.1 -1.3 -0.453
C -33.51680 5.24088 13.10445 -1.0 0.6 0.8 -0.047
O -31.25050 5.79947 12.79417 0.0 0.6 0.1 -0.071
H -32.71908 5.22734 10.48906 0.0 -0.3 0.4 0.071
H -32.00763 6.79011 10.38731 0.1 0.3 0.4 0.060
H -33.73083 6.62532 10.72121 -0.1 0.1 -0.2 0.081
H -32.73614 7.23409 12.83219 0.2 0.0 0.2 0.138
H -33.46582 5.39560 14.18221 0.1 -0.4 0.1 0.064
H -33.30299 4.20401 12.84509 0.1 0.0 -0.1 0.097
H -34.55677 5.44190 12.84723 -0.1 0.0 -0.2 0.068
H -31.24705 4.84010 12.75940 0.2 -0.1 0.1 0.101
C -38.57359 5.07223 11.56186 0.8 0.5 0.2 -0.004
C -37.14813 5.19672 10.99797 -0.1 -0.3 0.1 -0.494
C -36.41172 3.94639 10.70344 0.3 -1.6 0.7 -0.048
O -37.17052 5.81332 9.75638 0.0 0.8 -1.5 -0.077
H -39.22995 4.38942 11.02237 0.3 -0.1 -0.2 0.090
H -38.98235 6.07976 11.48502 -0.3 0.0 0.2 0.063
H -38.56602 4.79735 12.61661 0.0 0.0 0.0 0.071
H -36.46574 5.77444 11.62142 -0.4 0.4 0.8 0.115
H -36.86165 3.40518 9.87112 0.0 0.0 -0.1 0.097
H -36.42290 3.29000 11.57357 0.0 -0.2 0.1 0.070
H -35.36077 4.13814 10.48701 0.0 0.1 -0.2 0.070
H -37.69513 6.61675 9.72639 -0.5 0.6 0.1 0.049
C -35.95963 13.72247 14.44981 -0.8 -0.4 0.0 -0.035
C -36.16617 13.06035 15.78384 0.2 -1.3 -0.2 -0.446
C -36.58914 11.57022 15.73871 -0.6 0.7 -0.9 -0.022
O -34.89411 13.02609 16.41144 0.3 0.2 1.1 -0.063
H -35.65217 14.76288 14.55534 -0.1 0.0 0.1 0.070
H -36.94814 13.66679 13.99390 0.1 0.3 -0.7 0.074
H -35.20090 13.18760 13.87856 -0.2 -0.1 -0.2 0.080
H -36.92138 13.61326 16.34244 0.2 0.2 0.4 0.112
H -36.93448 11.18722 16.69900 0.6 0.0 0.2 0.079
H -35.81010 10.96949 15.26933 0.2 -0.1 0.5 0.071
H -37.45018 11.39477 15.09379 -0.2 0.4 -0.2 0.071
H -34.62216 13.92609 16.60543 0.2 0.1 0.1 0.108
C -36.07951 2.66730 14.53777 1.5 0.0 -1.8 -0.072
C -35.89033 2.11708 15.91385 0.4 -0.7 -0.5 -0.530
C -34.48804 2.27474 16.53734 -0.2 0.2 -0.7 -0.025
O -36.79389 2.79482 16.68262 -1.5 1.2 2.2 -0.046
H -35.70159 3.68850 14.48837 0.2 0.1 -0.1 0.071
H -37.06617 2.70470 14.07604 -0.6 -0.2 0.8 0.077
H -35.55526 2.04119 13.81580 0.5 0.1 -0.2 0.081
H -36.20559 1.07378 15.89817 0.5 -0.5 0.0 0.134
H -34.16849 3.31670 16.55503 -0.4 0.3 0.0 0.056
H -33.72371 1.79966 15.92236 -0.1 -0.4 0.1 0.079
H -34.43164 1.91776 17.56567 -0.2 -0.2 -0.2 0.083
H -37.63894 2.69458 16.23826 -0.2 0.2 0.3 0.088
C -29.71482 14.60481 8.03449 -1.0 -0.4 -0.3 -0.023
C -30.46226 13.32965 7.48331 1.5 0.2 -0.2 -0.460
C -29.55611 12.19636 7.06730 0.9 -0.1 -0.8 -0.063
O -31.27774 12.79912 8.48255 -1.0 0.6 1.5 -0.085
H -30.45847 15.40080 8.07318 -0.1 0.1 0.4 0.069
H -28.91616 15.02231 7.42134 0.0 -0.5 -0.4 0.070
H -29.27875 14.46504 9.02363 -0.3 -0.3 0.1 0.078
H -31.08263 13.59256 6.62651 0.0 0.4 -0.1 0.134
H -28.72006 12.56757 6.47458 0.2 0.0 0.1 0.077
H -30.05658 11.46435 6.43344 -0.3 0.1 0.1 0.064
H -29.18147 11.64533 7.92991 0.1 0.3 0.1 0.083
H -31.87707 12.15420 8.09980 -0.1 -0.3 -0.4 0.056
C -32.74973 14.68036 11.13793 -0.4 0.2 -0.1 -0.046
C -32.26901 13.36043 11.74126 -0.9 0.3 0.4 -0.486
C -33.21738 12.19775 11.46317 -0.3 -0.2 0.0 -0.048
O -30.97337 13.12433 11.25650 -0.2 -0.2 0.6 -0.042
H -32.66772 14.71014 10.05142 0.4 -0.2 -0.1 0.067
H -32.15394 15.48346 11.57170 0.0 0.1 -0.2 0.086
H -33.80564 14.90760 11.28460 -0.2 -0.1 0.5 0.058
H -32.25932 13.50678 12.82135 0.4 -0.1 0.2 0.131
H -33.19427 11.93980 10.40438 -0.2 0.1 -0.2 0.067
H -34.23475 12.44780 11.76405 -0.2 0.3 -0.2 0.052
H -33.03056 11.27055 12.00492 0.6 0.1 0.2 0.065
H -31.18196 13.08328 10.32033 0.9 -0.3 -0.9 0.026
C -32.88663 5.48634 6.99607 -0.3 -0.3 0.5 -0.052
C -33.33261 4.03642 6.65343 0.9 0.9 -0.1 -0.464
C -33.69715 3.19938 7.87993 -0.9 1.0 -0.4 -0.044
O -34.35915 4.11190 5.66377 0.9 -0.7 0.2 -0.055
H -32.44588 5.98933 6.13534 -0.2 -0.1 -0.1 0.074
H -32.15383 5.54624 7.80075 0.2 -0.3 0.1 0.062
H -33.73124 6.07051 7.36142 -0.3 0.0 -0.2 0.057
H -32.44661 3.57438 6.21797 -0.2 -0.2 -0.5 0.126
H -34.65639 3.60082 8.20671 -0.2 -0.1 0.4 0.052
H -32.97968 3.37857 8.68070 0.1 -0.4 0.0 0.069
H -33.85937 2.15110 7.62916 0.3 0.0 0.1 0.083
H -35.14364 4.41627 6.12585 -0.5 0.2 0.3 0.026
C -36.65433 9.05854 13.23588 -0.3 -0.2 -0.4 -0.038
C -36.97235 9.88209 11.98749 2.3 -0.2 -1.0 -0.451
C -36.07119 9.50982 10.77250 -0.2 -0.7 0.4 -0.028
O -38.29405 9.74297 11.55333 -0.5 -0.5 0.3 -0.058
H -35.58927 9.08714 13.46597 0.0 0.3 0.2 0.070
H -36.87420 8.00081 13.09114 -0.2 -0.1 -0.3 0.067
H -37.25921 9.36983 14.08756 0.2 0.1 0.1 0.064
H -36.72210 10.92828 12.16348 -0.4 0.3 0.4 0.125
H -36.29325 8.46937 10.53533 0.1 -0.2 -0.2 0.065
H -34.99543 9.56963 10.93755 0.0 0.1 0.4 0.068
H -36.28150 10.07665 9.86554 -0.3 0.3 0.2 0.061
H -38.68520 10.60909 11.68916 -0.6 0.6 -0.2 0.043
C -30.68121 4.51658 17.56718 0.2 0.5 0.5 -0.058
C -30.88729 5.49821 16.49092 -1.4 2.2 -1.4 -0.492
C -32.27269 6.23608 16.56472 0.0 -0.6 0.4 -0.048
O -29.85898 6.49479 16.50492 -0.1 -0.8 0.5 -0.043
H -31.49585 3.79738 17.48213 0.4 -0.4 0.2 0.080
H -30.74145 5.03956 18.52163 0.0 -0.2 0.2 0.089
H -29.66350 4.15230 17.42696 -0.2 -0.6 0.3 0.090
H -30.85773 4.96455 15.54095 0.1 -0.1 -0.3 0.119
H -32.48737 6.93595 15.75713 0.5 0.1 -0.2 0.063
H -32.38020 6.77344 17.50694 0.4 0.2 0.1 0.070
H -33.14875 5.58755 16.57058 0.2 -0.6 -0.1 0.041
H -30.01925 7.08176 15.76238 0.1 0.3 -0.4 0.043
```
Positions in Å, forces in eV/Å.